(1)
Entry from the OMol25 dataset: a cluster of 2 separate species, C11H18 in total at a distorted geometry (the ωB97M-V functional and the def2-TZVPD basis).

Element x y z (Å)
C 1.08661 2.98902 1.36925
C 0.73589 2.44425 -0.02904
C -0.16140 3.16013 -0.82524
C -0.52701 2.59170 -2.04023
C 0.24778 1.53386 -2.48273
C 1.24039 0.85641 -1.74300
C 1.33430 1.24903 -0.40032
H 0.25917 3.61880 1.67099
H 2.02695 3.53912 1.33248
H 1.18384 2.15846 2.06778
H -0.39431 4.12476 -0.39196
H -1.35153 3.07148 -2.54369
H 0.12793 1.18251 -3.50407
H 1.86767 0.15159 -2.26487
H 1.99143 0.72242 0.27753
C -0.89912 -2.34286 2.11702
C -0.82685 -2.01547 0.64138
C 0.57590 -2.09659 0.09438
C -1.81306 -2.95974 -0.20045
H -1.75693 -2.91922 2.47012
H -0.74882 -1.50719 2.81481
H -0.07136 -2.96602 2.50511
H -1.16630 -0.98471 0.48408
H 0.90584 -3.12961 0.05857
H 0.70625 -1.69761 -0.91525
H 1.32906 -1.51490 0.64179
H -1.20075 -3.42577 -0.96702
H -2.29064 -3.58801 0.52728
H -2.41093 -2.24584 -0.76472

Cartesian forces (eV/Å) of the 3 atoms listed first:
-0.410 -0.516 -1.074
0.281 0.190 1.641
1.190 -1.040 0.747

Calculated values
HOMO level, eV: -8.95
DFT total energy, hartree: -429.8921
Molecular weight, g/mol: 150.3
Relative energy (zero: lowest compared OMol25 entry of this formula, charge and spin), eV: 1.319
Max |F|, hartree/bohr: 0.0595

(2)
Entry from the OMol25 dataset: a structure of composition C11H18BF2NO8S2Ta at a distorted geometry (the ωB97M-V functional and the def2-TZVPD basis).

Element x y z (Å)
Ta -0.62814 -0.25633 -0.39277
C 2.69885 -1.14212 -2.26822
O 2.21995 -0.66634 -1.01896
C 2.80766 0.56098 -0.66087
C 2.45965 0.84841 0.75661
O 1.05811 1.12825 0.94176
C 0.71233 2.47592 1.29243
C -0.00335 3.15118 0.18321
O -1.22780 2.48597 0.03397
C -2.05591 3.10751 -0.93701
H 3.78165 -1.28402 -2.22254
H 2.21285 -2.09021 -2.46766
H 2.44963 -0.45072 -3.07552
H 3.89954 0.49761 -0.73115
H 2.46153 1.36043 -1.32434
H 2.70559 -0.01818 1.36685
H 3.04728 1.69366 1.10773
H 0.06149 2.43018 2.16484
H 1.60589 3.03558 1.55870
H -0.15841 4.20072 0.46181
H 0.57177 3.11799 -0.74826
H -2.19799 4.16125 -0.68248
H -1.61249 3.03715 -1.93208
H -3.01308 2.60023 -0.92551
O -1.23947 -2.11792 -0.53155
N -1.17128 -3.11152 0.34447
C -1.92384 -4.19356 0.05717
C -1.92786 -5.24715 0.91605
C -1.14145 -5.16566 2.07473
C -0.38741 -4.06143 2.32714
C -0.38989 -2.96363 1.42933
S 0.48530 -1.53429 1.59894
H -2.48300 -4.12886 -0.86335
H -2.53351 -6.11336 0.68810
H -1.13917 -5.98826 2.78155
H 0.22555 -3.97931 3.21596
O -0.85849 1.31593 -3.91802
S -0.66008 0.42236 -2.83653
O -0.00787 -0.85887 -3.07799
O -1.93227 0.12884 -1.98931
O 0.17509 1.08980 -1.66746
F -3.12802 1.14446 1.16802
B -2.28574 0.09669 1.01678
F -2.72751 -0.98090 1.72719

Cartesian forces (eV/Å) of the 3 atoms listed first:
1.252 0.663 2.756
0.008 0.057 -0.060
0.116 -0.171 -0.007

Calculated values
HOMO level (alpha / beta), eV: -7.00 / -8.69
DFT total energy, hartree: -2164.6971
Molecular weight, g/mol: 586.2
Multiplicity: 2
Relative energy (zero: lowest compared OMol25 entry of this formula, charge and spin), eV: 2.710
Max |F|, hartree/bohr: 0.0603

(3)
Entry from the OMol25 dataset: a cluster of 2 separate species, C11H18BN in total at a distorted geometry (the ωB97M-V functional and the def2-TZVPD basis).

Element x y z (Å)
C 3.97421 -1.06654 0.31801
C 3.07376 -1.92199 -0.32341
C 1.74712 -1.52065 -0.53621
C 1.32151 -0.27064 -0.09851
C -0.11212 0.22830 -0.26911
N -1.23461 -0.64227 -0.33924
C -1.29241 -1.98642 0.16148
C -2.79308 -2.30236 0.36646
C -3.57300 -1.07340 -0.12759
C -2.51492 0.01521 -0.34990
C 2.24358 0.62629 0.46897
C 3.56483 0.22530 0.68702
H 4.99491 -1.38863 0.52722
H 3.39065 -2.90870 -0.65656
H 1.04011 -2.19290 -1.02636
H -0.14509 0.82476 -1.19839
H -0.31049 0.89201 0.53048
H -0.72435 -2.11543 1.10128
H -0.85282 -2.69457 -0.55850
H -2.97911 -2.46084 1.43330
H -3.07461 -3.20916 -0.16687
H -4.08993 -1.28022 -1.06734
H -4.31845 -0.74100 0.59656
H -2.65942 0.58512 -1.27695
H -2.55907 0.75972 0.46746
H 1.89499 1.62107 0.76567
H 4.26743 0.91978 1.15398
B 0.43039 5.79380 -0.14675
H 1.64357 5.86939 -0.25619
H -0.27676 5.75002 -1.13472
H -0.07682 5.66496 0.95472

Cartesian forces (eV/Å) of the 3 atoms listed first:
-0.245 0.229 -0.094
-0.119 0.297 0.132
0.361 -0.088 0.113

Calculated values
HOMO level, eV: -7.73
DFT total energy, hartree: -509.4583
Molecular weight, g/mol: 175.1
Relative energy (zero: lowest compared OMol25 entry of this formula, charge and spin), eV: 1.055
Max |F|, hartree/bohr: 0.0333

(4)
Entry from the OMol25 dataset: a structure of composition C11H18Br12N2OS2Si2 at a distorted geometry (the ωB97M-V functional and the def2-TZVPD basis).

Element x y z (Å)
Si -0.82208 1.25483 3.11315
O -1.46181 0.58861 1.74338
Si -0.60779 -0.52830 0.85654
C 0.26733 -1.81790 1.89142
C 0.55083 -3.04109 0.97124
C 2.01957 -3.07876 0.50416
S 2.91567 -4.38312 1.42884
C 4.31025 -3.48437 2.04846
S 5.36301 -2.74471 1.06361
N 4.46497 -3.46438 3.43403
C 5.24609 -2.58816 4.16656
C 5.09657 -2.99635 5.44684
N 4.24910 -4.07753 5.53984
C 3.88273 -4.34104 4.33016
H 0.48809 1.89429 2.89908
H -1.78231 2.23692 3.63103
H -0.67119 0.25814 4.19950
H 0.31430 0.13876 -0.09576
H -1.59006 -1.24741 0.02678
H -0.42419 -2.15765 2.66466
H 1.19119 -1.46991 2.35344
H 0.33739 -3.93866 1.54731
H -0.06734 -3.01912 0.07202
H 2.54297 -2.14670 0.69426
H 2.07993 -3.34356 -0.54767
H 5.81271 -1.78321 3.74125
H 5.57994 -2.55662 6.30296
H 3.21848 -5.11926 4.00001
C -0.87256 5.51126 0.91491
Br -0.42462 3.81128 1.72353
Br 0.70335 6.46258 0.36343
Br -2.11584 5.28304 -0.53369
H -1.35895 6.11001 1.67109
C -2.25532 3.78509 -4.43819
Br -2.79803 2.87390 -6.03879
Br -3.77683 4.42661 -3.44946
Br -1.10342 2.69584 -3.35481
H -1.68634 4.65191 -4.74295
C -3.81622 -4.07958 -1.19164
Br -3.59566 -3.81775 0.70201
Br -5.52431 -3.45128 -1.80170
Br -2.37426 -3.28737 -2.18617
H -3.78192 -5.14365 -1.37195
C -3.52762 6.10212 -8.87124
Br -3.49142 6.50602 -6.99370
Br -5.23485 6.51554 -9.64861
Br -2.08942 6.96450 -9.80988
H -3.38009 5.03621 -8.96930

Cartesian forces (eV/Å) of the 3 atoms listed first:
-0.900 -0.282 0.929
0.858 -0.173 0.206
-0.509 -0.099 -0.486

Calculated values
HOMO level, eV: -8.94
DFT total energy, hartree: -32878.1961
Molecular weight, g/mol: 1273.4
Max |F|, hartree/bohr: 0.0257

(5)
Entry from the OMol25 dataset: a structure of composition C11H18Cl2N2W at a distorted geometry (the ωB97M-V functional and the def2-TZVPD basis).

Element x y z (Å)
W 0.47448 1.06361 0.63165
Cl 0.06288 3.26621 -0.03165
Cl 0.95018 2.05681 2.74285
C 2.22778 0.56811 0.50345
H 2.70338 0.06011 -0.34185
H 2.90978 0.87051 1.30745
C -0.84992 0.51751 -1.35285
C 0.33998 -0.17309 -1.46625
H -1.64342 0.10801 -0.73255
C 1.34098 0.17581 -2.53755
H 0.43758 -1.15369 -1.01025
C 1.12468 1.58521 -3.09425
H 2.36658 0.05711 -2.16695
H 1.23558 -0.56699 -3.34505
C -0.33722 1.75311 -3.52065
H 1.36588 2.32201 -2.31985
H 1.79568 1.75621 -3.94345
C -1.29352 1.58021 -2.32775
H -0.49572 2.73651 -3.97555
H -0.56792 1.00291 -4.29005
H -1.42012 2.53141 -1.80305
H -2.28942 1.28181 -2.68505
C -1.98232 -2.33099 4.20315
N -1.06122 -1.93519 3.14175
C -0.12982 -2.69899 2.53625
C 0.53628 -1.91479 1.60715
N -0.00292 -0.68169 1.65065
C -0.96672 -0.71849 2.58495
H -2.63442 -3.15629 3.85165
H -1.40692 -2.66429 5.09245
H -2.62302 -1.47199 4.50255
H 0.05848 -3.74039 2.76245
H 1.35078 -2.22029 0.96565
H -1.57642 0.13411 2.86065

Cartesian forces (eV/Å) of the 3 atoms listed first:
-0.842 1.754 0.033
-0.115 0.770 -0.287
-0.354 -0.225 0.464

Calculated values
HOMO level (alpha / beta), eV: -6.95 / -8.11
DFT total energy, hartree: -1526.9052
Molecular weight, g/mol: 433.0
Multiplicity: 3
Relative energy (zero: lowest compared OMol25 entry of this formula, charge and spin), eV: 0.000
Max |F|, hartree/bohr: 0.0516

(6)
Entry from the OMol25 dataset: a structure of composition C11H18ClYZn at a distorted geometry (the ωB97M-V functional and the def2-TZVPD basis).

Element x y z (Å)
Y -0.21310 -0.12868 -0.37374
Cl -0.53247 1.70409 -1.81882
C -2.16697 -0.27322 0.16268
H -2.10890 -0.74880 1.14311
H -2.73712 -0.89512 -0.51967
H -2.61804 0.70983 0.25427
Zn 0.20757 0.24762 -3.29862
C 2.13290 0.73883 -3.80142
C -1.00846 0.04048 -4.92429
C 0.07722 -1.31210 -2.00658
H -1.39722 -0.99393 -4.94841
H -1.85405 0.75038 -4.88976
H -0.40169 0.22823 -5.82895
H 2.80630 -0.06345 -3.45082
H 2.18778 0.81111 -4.90380
H 2.44062 1.69993 -3.35095
H -0.70755 -2.01871 -2.08649
H 1.08577 -1.66840 -1.87731
C 1.44041 -0.13803 1.20292
C 0.73086 -0.00696 2.49241
C 0.75738 -1.03609 3.46598
C 0.08519 -0.89336 4.66560
C -0.63395 0.27610 4.94134
C -0.67257 1.30148 3.99569
C -0.00462 1.16873 2.78665
H 2.15756 0.68451 1.05646
H 1.95740 -1.10573 1.10888
H 1.31217 -1.95131 3.25586
H 0.11131 -1.69484 5.40540
H -1.16003 0.38338 5.88611
H -1.23256 2.21275 4.20744
H -0.04113 1.97128 2.04884

Cartesian forces (eV/Å) of the 3 atoms listed first:
3.862 0.947 0.781
-1.116 4.662 -0.220
-5.185 -0.597 1.692

Calculated values
HOMO level, eV: 0.62
DFT total energy, hartree: -2707.6075
Molecular weight, g/mol: 340.0
Net charge: -2
Relative energy (zero: lowest compared OMol25 entry of this formula, charge and spin), eV: 3.053
Max |F|, hartree/bohr: 0.1067

(7)
Entry from the OMol25 dataset: a structure of composition C11H18EuF9I2O2P2 at a distorted geometry (the ωB97M-V functional and the def2-TZVPD basis).

Element x y z (Å)
I 4.14670 -4.09166 -3.08812
I 3.06524 -2.64016 0.46036
Eu 0.87945 -0.69554 0.61822
P 2.58674 1.22676 -0.58084
C 4.17076 1.10563 -1.44190
C 1.62648 2.42686 -1.57751
H 2.15072 3.39215 -1.52030
H 3.59963 3.05448 0.53662
H 0.59332 2.53709 -1.20604
H 2.05983 2.62172 1.35434
H 3.99868 0.78474 -2.47004
H 1.59551 2.06224 -2.61676
C 2.97398 2.23855 0.88662
H 4.63688 2.09466 -1.39942
H 3.51701 1.61753 1.60496
H 4.79180 0.36088 -0.93393
P -0.95381 -2.75886 -0.03997
C -0.75406 -4.43362 -0.68839
C -1.70498 -3.02464 1.60113
H -2.57355 -1.02897 -0.72645
H -3.26248 -2.69639 -0.69609
H -2.16935 -2.17866 -2.04362
C -2.38587 -2.08954 -0.96685
H -2.13646 -2.09680 1.99390
H -2.47339 -3.77996 1.46360
H -1.66329 -4.98697 -0.43432
H 0.12270 -4.89082 -0.21842
H -0.93010 -3.38424 2.28473
H -0.59814 -4.38703 -1.76699
C 1.23270 -1.35661 -1.91462
O 1.36068 -1.62152 -3.02251
F -0.00925 2.24813 2.63373
C -0.93374 2.80724 1.78126
F -1.74707 3.61902 2.51538
F -0.25888 3.59565 0.88460
C -1.67363 1.61822 1.01249
O -0.78805 0.74261 0.44428
C -2.65198 0.88698 2.03940
F -3.46339 1.71367 2.75888
F -3.45246 -0.00369 1.37007
F -1.87722 0.17651 2.92696
C -2.47621 2.17651 -0.16609
F -3.39914 3.06653 0.25100
F -1.66305 2.78632 -1.06355
F -3.10924 1.18497 -0.83976

Cartesian forces (eV/Å) of the 3 atoms listed first:
-0.016 0.039 0.172
0.927 -0.819 -0.043
-2.173 1.855 -0.247

Calculated values
HOMO level (alpha / beta), eV: -16.12 / -15.16
DFT total energy, hartree: -3466.9870
Molecular weight, g/mol: 821.0
Multiplicity: 7
Net charge: +2
Relative energy (zero: lowest compared OMol25 entry of this formula, charge and spin), eV: 2.933
Max |F|, hartree/bohr: 0.0658